Record 1
Below is 2 unconnected molecules or ions with the total composition C2H5O, with properties calculated with ωB97M-V/def2-TZVPD.

```
8
Properties=species:S:1:pos:R:3:forces:R:3:mulliken_charge:R:1
O -1.6862 -0.9650 0.8341 0.13 -0.02 -0.16 -1.103
H -1.7076 -1.5216 0.0408 0.00 0.11 0.21 0.129
C 0.8033 0.4979 -1.0455 0.28 -0.83 -1.25 -0.561
C 1.1043 0.7355 0.2302 -0.35 -1.39 -1.40 -0.448
H -0.0925 0.0132 -1.4231 -0.60 0.39 0.93 0.225
H 1.4858 0.4875 -1.9067 0.51 0.74 0.58 0.197
H 0.3355 0.3335 0.9011 0.19 0.53 0.44 0.326
H 2.1584 0.9074 0.4120 -0.15 0.47 0.66 0.235
```
Positions in Å, forces in eV/Å.

* multiplicity: 1
* total energy: -154.36942 Ha
* net charge: -1

Record 2
Below is a molecular structure, C19H21InN3O2PS, with properties calculated with ωB97M-V/def2-TZVPD.

```
48
Properties=species:S:1:pos:R:3:forces:R:3:mulliken_charge:R:1
In 1.1003 0.7550 0.4154 0.06 -0.26 0.49 1.060
O 0.4964 -1.9566 -1.2258 -0.04 -0.09 -0.07 -0.578
C -0.0156 -1.5420 -0.2077 -0.18 0.11 -0.25 0.379
O -0.5875 -0.3485 -0.1091 0.14 0.09 -0.01 -0.660
C 0.1951 -2.2296 1.1255 0.06 -0.11 0.05 -0.741
P 1.6562 -1.3343 1.8020 -0.10 0.21 -0.14 0.632
C 1.5465 -1.1704 3.5720 -0.01 -0.02 0.14 0.903
C 2.5233 -1.7275 4.3955 -0.02 0.01 -0.02 -0.433
C 2.3995 -1.6082 5.7726 0.00 0.00 -0.04 -0.719
C 1.3148 -0.9387 6.3162 -0.02 0.01 0.02 -0.500
C 0.3417 -0.3783 5.4941 0.01 0.00 0.02 -0.757
C 0.4562 -0.4882 4.1221 0.03 -0.03 -0.06 -0.551
C 3.1770 -2.1290 1.3140 0.08 0.00 -0.06 0.440
C 4.3327 -1.3439 1.2557 -0.04 -0.03 0.00 -0.284
C 5.5460 -1.9290 0.9388 0.00 0.02 0.00 -0.756
C 5.6061 -3.2914 0.6714 0.03 -0.02 -0.01 -0.470
C 4.4608 -4.0716 0.7252 -0.04 0.02 0.01 -0.789
C 3.2411 -3.4957 1.0491 0.02 0.02 0.01 -0.129
H 0.3990 -3.2905 1.0013 0.00 0.00 0.06 0.560
H -0.6431 -2.0716 1.8034 0.02 0.01 -0.01 0.442
H 3.3671 -2.2536 3.9688 0.01 -0.01 0.01 0.369
H 3.1494 -2.0414 6.4194 0.01 -0.01 0.00 0.430
H 1.2228 -0.8496 7.3900 0.00 0.00 0.01 0.408
H -0.5011 0.1407 5.9285 -0.01 0.01 0.00 0.416
H -0.3064 -0.0538 3.4825 -0.01 0.00 0.00 0.392
H 4.2891 -0.2829 1.4823 0.01 0.00 0.00 0.426
H 6.4439 -1.3280 0.9035 0.01 0.01 0.00 0.433
H 6.5538 -3.7479 0.4208 0.01 0.00 0.00 0.430
H 4.5142 -5.1309 0.5174 0.00 -0.02 0.00 0.454
H 2.3567 -4.1155 1.0950 0.00 -0.03 0.00 0.276
S 0.8121 3.0798 0.8563 -0.09 0.16 -0.17 -0.294
C -0.6551 3.3571 -0.0982 -0.02 0.06 0.08 0.712
N -0.6463 3.1631 -1.4328 0.08 -0.06 -0.08 0.125
C -1.7081 3.4052 -2.2219 -0.10 0.05 0.04 -0.058
C -2.8705 3.8981 -1.6811 0.08 -0.02 0.04 -0.760
C -2.9125 4.1297 -0.3090 0.01 -0.01 -0.05 -0.063
C -1.8079 3.8559 0.4840 0.04 -0.02 -0.01 -0.798
H 0.2154 2.8036 -1.8732 -0.05 0.00 0.07 0.179
H -1.5791 3.1982 -3.2742 0.01 0.00 -0.01 0.430
H -3.7189 4.0985 -2.3176 -0.01 0.00 -0.01 0.423
H -3.8114 4.5204 0.1487 -0.02 0.01 -0.01 0.444
H -1.8290 4.0252 1.5504 0.01 -0.01 0.01 0.438
N 1.8824 1.7972 -2.3940 0.00 -0.03 0.02 -0.666
N 1.9036 0.5355 -1.6931 -0.05 0.07 -0.06 -0.391
H 2.1401 1.6477 -3.3673 -0.02 0.02 0.02 0.274
H 2.5900 2.4004 -1.9815 -0.01 -0.05 -0.03 0.253
H 2.7869 0.0379 -1.8077 -0.01 0.00 0.00 0.321
H 1.1720 -0.0746 -2.0778 0.10 -0.07 0.02 0.348
```
Positions in Å, forces in eV/Å.

* multiplicity: 1
* total energy: -1980.55786 Ha
* net charge: +2